No. 1
53
Properties=species:S:1:pos:R:3:forces:R:3 method="wB97M-V/def2-TZVPD" lumo_energy_ev=-0.33 homo_lumo_gap_ev=7.786 e_homo_ev=-8.11 e_tot_ha=-1794.16521 smiles="NC(=O)C[C@H](NC(=O)Cc1ccc(Cl)cc1)c1ccc(NCC2CC2)c([N+](=O)[O-])c1" fmax_ha_per_bohr=0.0260 total_charge=0
N 1.0565 4.7193 0.5785 0.5 0.2 -0.4
C -0.1401 4.2637 1.0271 0.0 0.0 0.6
O -1.1568 4.3682 0.3829 -0.3 0.0 -0.2
C -0.0735 3.5809 2.3828 -0.1 -0.1 0.0
H 0.5387 4.1691 3.0678 0.0 0.0 0.1
H -1.0895 3.5196 2.7732 0.0 0.1 -0.1
C 0.4988 2.1535 2.3089 -0.2 0.1 0.1
N 1.9003 2.1427 1.9190 0.0 0.5 0.0
C 2.7779 1.3206 2.5570 0.5 0.2 -0.2
O 2.6384 0.9577 3.7015 -0.1 -0.3 0.3
C 3.9111 0.8488 1.6491 -0.1 -0.2 0.2
C 3.2344 -0.0306 0.6308 0.1 -0.1 -0.2
C 3.1749 0.3160 -0.7123 0.1 -0.1 0.1
C 2.4493 -0.4459 -1.6118 -0.1 -0.1 -0.1
C 1.7555 -1.5526 -1.1530 0.2 0.2 0.1
C 1.8071 -1.9219 0.1821 0.0 0.0 -0.1
C 2.5493 -1.1623 1.0641 0.1 0.0 -0.1
H 2.5869 -1.4366 2.1075 0.0 0.0 0.1
H 1.2667 -2.7901 0.5242 -0.1 -0.1 0.0
Cl 0.8028 -2.4831 -2.2551 -0.1 -0.2 -0.2
H 2.4056 -0.1640 -2.6517 0.0 0.0 -0.1
H 3.7002 1.1889 -1.0719 0.1 0.1 0.0
H 4.4147 1.6903 1.1739 0.0 0.0 0.0
H 4.6271 0.2865 2.2485 0.0 0.1 0.0
H 2.0618 2.2950 0.9332 0.1 -0.2 0.1
C -0.2747 1.2597 1.3654 -0.1 -0.2 0.1
C -0.1644 1.4010 0.0024 -0.2 -0.1 -0.1
C -0.8288 0.5518 -0.8856 -0.1 -0.1 1.3
C -1.6508 -0.5004 -0.4026 0.2 0.3 -0.1
N -2.3056 -1.3273 -1.2256 -0.3 -0.2 -0.6
H -2.1744 -1.1726 -2.2220 0.0 0.0 0.4
C -3.0450 -2.5029 -0.8294 0.0 -0.1 0.1
C -3.6087 -3.1676 -2.0604 0.0 0.1 0.2
C -2.6974 -3.9859 -2.9267 0.1 0.0 -0.1
C -3.7527 -4.6588 -2.1053 -0.1 0.0 0.1
H -4.6118 -5.0751 -2.6077 -0.1 0.0 -0.1
H -3.4416 -5.2251 -1.2406 0.1 0.0 0.1
H -2.8263 -3.9390 -3.9964 -0.1 0.0 -0.1
H -1.6685 -4.0910 -2.6191 0.1 0.0 0.1
H -4.3687 -2.5789 -2.5587 0.0 -0.1 -0.1
H -3.8601 -2.2183 -0.1512 0.1 -0.1 0.0
H -2.3847 -3.2018 -0.2993 -0.1 0.0 0.0
C -1.7290 -0.6355 1.0020 -0.1 -0.1 -0.1
C -1.0690 0.2135 1.8501 0.1 0.2 -0.2
H -1.1596 0.0728 2.9171 0.0 -0.1 0.1
H -2.3321 -1.4284 1.4123 -0.1 -0.1 0.0
N -0.6002 0.7739 -2.2608 0.3 0.1 -0.8
O 0.2883 1.5469 -2.5808 0.0 0.1 -0.2
O -1.2799 0.1741 -3.0895 0.0 0.0 -0.2
H 0.4301 2.1844 -0.4421 0.1 0.0 0.0
H 0.4706 1.7286 3.3188 0.0 0.1 -0.2
H 1.8670 4.7422 1.1711 0.0 0.0 0.0
H 1.0798 5.2258 -0.2919 0.0 0.0 0.0

No. 2
54
Properties=species:S:1:pos:R:3:forces:R:3 method="wB97M-V/def2-TZVPD" lumo_energy_ev=-0.06 homo_lumo_gap_ev=8.640 e_homo_ev=-8.70 e_tot_ha=-2192.38804 smiles="CCCCN(CC)S(=O)(=O)c1ccc(C(=O)Nc2nnc(-c3ccccc3Cl)o2)cc1" fmax_ha_per_bohr=0.0328 total_charge=0
C 0.4787 2.0500 3.0665 0.1 -0.2 0.1
C 1.4211 0.9327 3.5005 0.1 0.2 0.1
C 2.8904 1.2610 3.2389 -0.2 -0.2 -0.2
C 3.2213 1.3784 1.7490 0.0 0.6 0.3
N 2.8838 0.1853 1.0071 -0.6 0.2 -0.9
S 1.9990 0.3386 -0.3913 0.1 -0.1 0.3
O 2.7986 0.0345 -1.5454 0.0 -0.2 0.1
O 1.3132 1.5987 -0.3525 -0.1 0.0 0.3
C 0.7794 -0.9648 -0.2187 0.4 0.2 -0.1
C -0.3575 -0.7154 0.5263 0.0 0.0 0.1
C -1.3916 -1.6330 0.5115 0.2 -0.1 0.0
C -1.2798 -2.7850 -0.2628 0.4 0.0 0.2
C -0.1022 -3.0603 -0.9486 -0.2 0.0 0.1
C 0.9310 -2.1399 -0.9305 0.2 0.0 0.0
H 1.8323 -2.2929 -1.5029 0.1 -0.1 -0.1
H -0.0209 -3.9705 -1.5226 0.0 -0.1 -0.1
C -2.4303 -3.7236 -0.3885 0.0 0.1 0.0
O -2.4098 -4.8848 -0.0660 0.1 -0.1 0.0
N -3.5790 -3.1667 -0.9167 -0.1 -0.3 0.0
C -3.7888 -1.9284 -1.4515 -0.7 0.8 -0.3
N -4.9623 -1.4394 -1.7188 0.1 -1.5 0.7
N -4.7587 -0.2117 -2.2210 0.7 1.2 -0.6
C -3.4771 -0.0006 -2.2494 -1.1 -0.3 0.0
C -2.8459 1.2344 -2.6573 0.6 0.3 -0.1
C -3.6775 2.3497 -2.8112 0.1 -0.1 0.0
C -3.1559 3.5781 -3.1560 0.0 0.0 0.0
C -1.7885 3.7196 -3.3466 0.0 -0.1 0.0
C -0.9531 2.6262 -3.2163 0.0 0.0 0.0
C -1.4747 1.3843 -2.8848 -0.3 0.2 0.0
Cl -0.3830 0.0516 -2.7875 0.0 0.1 -0.4
H 0.1108 2.7217 -3.3639 0.1 0.0 0.0
H -1.3717 4.6818 -3.6018 0.1 0.1 0.0
H -3.8107 4.4282 -3.2690 -0.1 0.1 0.0
H -4.7341 2.2129 -2.6458 -0.1 0.0 0.0
O -2.7933 -1.0810 -1.7725 -0.3 -0.3 0.0
H -4.4027 -3.7588 -0.9228 0.2 0.0 0.0
H -2.2949 -1.4437 1.0735 -0.1 0.1 0.0
H -0.4400 0.2157 1.0620 -0.1 0.1 0.1
C 3.7949 -0.9378 1.0289 0.1 -0.8 0.1
C 3.2825 -2.0882 1.8929 0.2 0.2 -0.1
H 3.9863 -2.9158 1.8530 0.0 -0.1 0.0
H 2.3162 -2.4354 1.5354 -0.1 -0.1 0.0
H 3.1741 -1.7735 2.9271 0.0 0.0 0.1
H 4.7704 -0.6045 1.3973 -0.1 0.1 -0.1
H 3.9225 -1.2769 -0.0031 0.2 0.0 0.2
H 2.6454 2.1874 1.3007 0.2 0.1 0.2
H 4.2882 1.6116 1.6282 -0.1 0.0 -0.1
H 3.1450 2.2100 3.7150 0.1 0.0 0.1
H 3.5171 0.4857 3.6846 0.1 0.0 0.1
H 1.2907 0.7497 4.5702 0.0 -0.1 0.0
H 1.1684 0.0122 2.9701 0.0 -0.1 0.1
H 0.7405 2.9818 3.5638 0.0 0.1 0.0
H -0.5474 1.8020 3.3313 -0.1 0.1 0.0
H 0.5297 2.2085 1.9919 -0.1 0.1 -0.1

No. 3
51
Properties=species:S:1:pos:R:3:forces:R:3 method="wB97M-V/def2-TZVPD" lumo_energy_ev=2.44 homo_lumo_gap_ev=7.384 e_homo_ev=-4.94 e_tot_ha=-3709.04339 fmax_ha_per_bohr=0.0253 total_charge=-1
C -0.2391 0.3890 -0.9563 0.0 0.4 -0.2
C 0.9099 1.4067 -1.0936 0.8 -0.2 1.0
I 0.2136 3.3224 -1.9065 -0.3 -0.6 -0.2
C 1.6803 1.6817 0.2500 -0.6 0.0 -0.8
I 3.1526 3.2621 -0.1497 0.2 -0.6 0.3
Ga 0.4940 2.1039 1.8907 -0.1 0.2 0.8
O 1.0072 0.8270 3.2280 -0.6 0.5 -0.3
H -1.0081 0.6476 -1.6871 0.0 -0.3 0.0
H -0.7214 0.3940 0.0223 0.2 0.1 0.0
H 0.1400 -0.6172 -1.1704 0.0 0.1 0.0
H 1.6321 0.9720 -1.7957 -0.3 0.7 -0.4
H 2.2921 0.7854 0.4475 -0.1 0.3 -0.1
H -1.0643 1.8574 1.5834 0.0 0.0 -0.1
H 0.7470 3.5740 2.4873 0.1 -0.1 -0.1
H 1.7642 0.3668 2.8938 0.7 -0.4 -0.1
F -2.9336 2.2256 -2.1625 -0.1 0.0 0.0
C -3.9934 1.4183 -2.2951 -0.3 -0.2 0.0
C -4.7180 1.0605 -1.1720 0.0 0.1 0.2
C -5.8221 0.2325 -1.3160 0.1 0.0 -0.3
C -6.1813 -0.2390 -2.5736 0.0 0.0 0.0
C -5.4399 0.1250 -3.6911 0.0 0.0 0.2
C -4.3422 0.9642 -3.5546 0.1 0.0 -0.2
H -4.4174 1.4300 -0.2001 0.1 0.0 0.0
H -6.4021 -0.0468 -0.4462 0.0 0.0 0.0
H -7.0407 -0.8894 -2.6818 0.0 0.0 0.0
H -5.7171 -0.2439 -4.6701 0.0 0.0 0.0
H -3.7576 1.2666 -4.4137 0.0 0.0 0.0
F -3.1164 -1.4320 -0.8105 0.0 0.1 0.0
C -2.9972 -2.7527 -0.6272 0.0 -0.4 0.1
C -4.0066 -3.5872 -1.0721 -0.2 0.0 -0.1
C -3.8820 -4.9575 -0.8861 0.2 0.1 0.1
C -2.7587 -5.4744 -0.2512 0.0 -0.1 0.0
C -1.7563 -4.6210 0.1942 -0.2 0.0 -0.1
C -1.8709 -3.2509 0.0021 0.2 0.1 0.1
H -4.8764 -3.1633 -1.5578 0.0 0.1 0.0
H -4.6611 -5.6221 -1.2360 0.0 0.0 0.0
H -2.6657 -6.5430 -0.1036 0.0 0.0 0.0
H -0.8841 -5.0224 0.6928 0.0 0.0 0.0
H -1.0985 -2.5711 0.3363 0.0 0.1 0.0
F 7.3434 -0.9187 2.1188 0.0 -0.1 0.0
C 7.1846 0.4056 2.3284 -0.1 0.5 0.1
C 8.2512 1.1431 2.8095 0.2 -0.2 0.0
C 8.0888 2.5059 3.0203 -0.2 0.0 -0.1
C 6.8643 3.1094 2.7576 0.1 0.0 0.0
C 5.8011 2.3531 2.2786 0.1 0.1 0.2
C 5.9626 0.9926 2.0573 -0.1 -0.2 -0.1
H 9.1942 0.6523 3.0148 0.0 0.0 0.0
H 8.9172 3.0965 3.3899 0.0 0.0 0.0
H 6.7386 4.1713 2.9263 0.0 0.0 0.0
H 4.8443 2.8208 2.0745 0.2 -0.1 0.0
H 5.1485 0.3893 1.6760 0.0 0.0 0.0